[1]
{
  "formula": "C22H28ClN5O2Tl",
  "method": "ωB97M-V/def2-TZVPD",
  "e_homo_ev": [-1.748, -1.694],
  "charge": -1,
  "symbols": ["N", "C", "C", "H", "Cl", "N", "H", "H", "H", "H", "H", "C", "C", "C", "C", "H", "H", "H", "H", "H", "C", "H", "H", "H", "H", "H", "C", "C", "H", "H", "N", "C", "C", "C", "C", "H", "H", "O", "H", "C", "Tl", "N", "H", "C", "H", "C", "N", "C", "H", "C", "H", "O", "C", "C", "H", "C", "C", "H", "H"],
  "coordinates": [[-0.09, -2.32, 0.58], [-0.86, 0.40, 3.59], [1.76, 2.68, 2.03], [-0.63, 2.34, -4.60], [1.84, -0.21, -1.25], [-1.01, 0.32, 2.41], [0.07, -2.98, -3.12], [-2.49, 3.26, -1.49], [-2.82, 2.27, -0.04], [2.54, 3.36, 2.38], [3.13, 3.90, 0.06], [-1.18, -1.22, -2.93], [0.58, -3.15, 2.77], [0.88, -3.17, 1.28], [-1.74, -1.27, -1.66], [2.75, 2.24, -0.52], [1.97, 3.66, -1.26], [2.99, -3.43, 1.50], [1.45, -4.91, 0.04], [2.49, -1.72, 1.47], [-2.05, -2.56, -0.95], [1.25, -3.87, 3.27], [0.00, 3.00, -3.09], [-2.36, -3.35, -1.64], [0.27, 4.79, 1.84], [-2.84, -2.40, -0.21], [-2.09, 2.47, -0.84], [-1.22, 1.23, -2.88], [2.51, -2.65, -0.04], [-1.61, -3.22, -3.66], [-0.77, 0.66, 4.83], [0.62, -4.54, 0.65], [0.50, 4.52, 0.80], [2.35, 3.24, -0.32], [-0.88, 2.53, -3.55], [2.18, 1.67, 1.93], [-0.46, -3.45, 2.93], [-0.77, 4.32, 0.09], [-1.71, 3.24, -3.51], [-0.86, -3.05, -0.19], [-0.12, -0.02, 0.31], [-0.02, -0.82, 6.68], [0.32, -5.30, 1.39], [1.23, 3.18, 0.70], [-0.44, 0.04, -4.49], [-1.90, -0.04, -0.95], [0.15, 2.30, 0.22], [-0.91, 0.02, -3.51], [-0.47, -2.27, -4.65], [-0.87, 3.02, -0.17], [1.02, 5.36, 0.31], [-0.52, -4.34, -0.25], [2.31, -2.71, 1.03], [-1.78, 1.21, -1.61], [0.95, 2.65, 2.77], [-0.78, -2.50, -3.62], [-0.37, -0.16, 5.77], [0.74, -2.16, 3.19], [-2.19, -0.07, 0.19]],
  "lowdin_charge": [0.036, -0.377, -0.031, 0.074, -0.063, 0.024, 0.089, 0.121, 0.138, 0.087, 0.086, -0.261, -0.025, -0.559, -0.260, 0.029, 0.088, 0.087, 0.129, 0.071, -0.050, 0.088, 0.083, 0.119, 0.129, 0.137, -0.041, -0.251, 0.049, 0.075, 0.045, -0.054, -0.052, -0.046, -0.037, 0.082, 0.095, 0.021, 0.075, -0.332, 0.615, 0.044, 0.126, -0.559, 0.100, -0.253, 0.045, -0.059, 0.073, -0.335, 0.127, 0.020, -0.073, -0.257, 0.080, -0.040, -0.442, 0.077, 0.094]
}

---

[2]
{
  "formula": "C22H28F15NO10",
  "method": "ωB97M-V/def2-TZVPD",
  "smiles": "CCOC(=O)C(F)(F)F.CCOC(=O)C(F)(F)F.CCOC(=O)C(F)(F)F.CCOC(=O)C(F)(F)F.CCOC(=O)C(F)(F)F.CC#N",
  "e_homo_ev": -11.243,
  "charge": 0,
  "symbols": ["C", "C", "F", "H", "H", "H", "O", "H", "F", "F", "C", "C", "H", "F", "F", "C", "C", "N", "H", "F", "C", "C", "C", "F", "H", "F", "H", "H", "H", "C", "F", "H", "C", "O", "C", "F", "O", "C", "C", "H", "C", "F", "O", "H", "H", "C", "C", "H", "C", "H", "O", "O", "F", "H", "H", "H", "H", "O", "F", "H", "H", "H", "H", "C", "C", "H", "F", "O", "F", "H", "H", "O", "H", "O", "C", "C"],
  "coordinates": [[1.12, 2.19, 1.79], [-2.83, -3.50, -5.86], [-2.34, 6.90, 5.28], [-0.91, -4.38, -5.30], [-3.87, 3.59, 1.35], [-2.51, -2.54, -5.45], [-1.84, -2.81, -3.04], [-1.39, -4.41, 3.68], [7.35, 0.31, -4.34], [0.95, -2.94, -0.91], [6.76, 0.53, -2.09], [7.86, 0.26, -3.11], [-0.63, -1.11, -1.66], [-3.42, -3.82, -0.98], [-0.02, 0.23, 2.39], [-1.95, 6.13, 4.22], [-0.95, -0.15, -1.24], [-3.02, -0.44, 0.27], [-3.90, -3.59, -5.72], [1.85, 0.56, 3.35], [-3.53, 2.71, 1.88], [-2.54, -4.57, -1.52], [0.04, 4.85, 0.43], [1.82, -4.87, -0.30], [-0.51, 4.00, 0.02], [-1.56, -4.64, -0.63], [-4.73, 2.86, 3.63], [1.31, 5.39, 2.06], [2.30, -0.48, -1.77], [-3.66, 2.79, 3.41], [-0.83, 5.54, 4.48], [-3.35, 1.80, 3.73], [4.36, 0.44, -1.64], [-4.18, 5.54, 3.50], [0.78, 1.15, 2.93], [0.24, 1.78, 4.02], [0.91, 3.50, 2.28], [-1.16, -2.63, 2.53], [1.24, 4.55, 1.38], [2.86, 0.14, -3.36], [-2.21, -3.98, -2.94], [-3.19, -5.75, -1.71], [5.56, -0.03, -2.42], [4.25, 1.53, -1.59], [-0.64, 5.58, 0.86], [-1.97, -4.62, -5.20], [3.16, -0.28, -2.40], [4.45, 0.17, -0.59], [-2.05, -3.77, 3.08], [-2.79, -3.27, 3.70], [1.50, 1.91, 0.62], [-2.35, -4.87, -3.89], [2.82, -2.93, 0.03], [2.19, 4.41, 0.87], [-0.99, 0.51, -2.11], [3.48, -1.28, -2.72], [-2.48, 2.45, 1.73], [-2.75, 3.77, 3.92], [8.83, 1.12, -3.02], [-2.59, -4.33, 2.31], [-4.24, 1.98, 1.49], [-1.63, -1.68, 2.29], [-2.58, -3.48, -6.92], [1.64, -3.53, 0.03], [-2.13, -0.27, -0.40], [0.58, 5.25, -0.43], [-1.79, 6.96, 3.24], [1.75, -3.56, 2.45], [8.36, -0.96, -2.94], [-0.17, 0.20, -0.57], [-0.56, -2.39, 3.41], [-0.29, -2.99, 1.40], [-2.25, -5.55, -5.68], [6.99, 1.02, -0.98], [-3.10, 5.12, 3.93], [1.09, -3.32, 1.45]],
  "lowdin_charge": [-0.228, -0.054, 0.133, 0.135, 0.077, 0.065, 0.121, 0.079, 0.168, 0.175, -0.323, -0.610, 0.053, 0.201, 0.161, -0.604, -0.056, 0.158, 0.085, 0.217, -0.070, -0.569, -0.042, 0.130, 0.073, 0.184, 0.124, 0.121, 0.048, -0.210, 0.218, 0.120, -0.123, 0.131, -0.549, 0.141, -0.026, -0.200, -0.204, 0.071, -0.340, 0.140, -0.008, 0.116, 0.068, -0.191, -0.045, 0.113, -0.044, 0.080, 0.088, 0.038, 0.170, 0.123, 0.092, 0.069, 0.063, 0.002, 0.205, 0.070, 0.071, 0.086, 0.077, -0.544, -0.273, 0.075, 0.201, 0.152, 0.186, 0.058, 0.107, -0.034, 0.128, 0.134, -0.280, -0.274]
}

---

[3]
{
  "formula": "C22H28N2O3S",
  "method": "ωB97M-V/def2-TZVPD",
  "smiles": "Cc1cccc(NC(=O)CCc2ccc(S(=O)(=O)NC3CCCCC3)cc2)c1",
  "e_homo_ev": -8.209,
  "charge": 0,
  "symbols": ["C", "H", "H", "H", "N", "H", "S", "C", "H", "O", "H", "C", "C", "C", "H", "C", "H", "H", "H", "C", "H", "H", "H", "C", "C", "H", "H", "C", "H", "C", "C", "H", "C", "H", "H", "N", "H", "H", "C", "C", "C", "C", "H", "C", "H", "H", "H", "C", "O", "H", "C", "C", "O", "H", "C", "H"],
  "coordinates": [[2.99, 0.83, -0.12], [-4.29, 2.35, 1.79], [-2.40, 1.82, -2.03], [-2.34, -1.45, 1.91], [2.44, -0.34, -0.78], [-4.49, -0.97, -1.75], [1.07, -1.05, -0.17], [-2.61, -1.82, 0.93], [0.26, 0.67, 1.95], [-5.11, 1.07, -1.08], [5.83, 1.28, -2.06], [-0.86, 0.58, -1.22], [4.95, -0.46, 0.79], [-1.13, -3.79, 1.36], [6.26, 1.20, 0.38], [5.89, 0.31, -0.13], [2.34, -0.24, -1.78], [6.76, -0.31, -0.39], [3.06, -0.20, 1.77], [3.94, 1.57, -1.06], [2.17, 1.51, 0.17], [-2.94, 4.08, 0.77], [-3.54, -3.10, -2.56], [3.74, 0.39, 1.15], [-3.19, 3.23, 0.13], [-5.31, 3.10, 0.54], [-0.99, -4.80, 0.99], [-2.04, 2.27, 0.03], [-0.16, -3.29, 1.37], [-4.55, 1.17, -0.01], [5.16, 0.72, -1.40], [-1.50, -3.83, 2.38], [-3.47, -1.08, 0.13], [4.05, 1.28, 1.70], [4.27, 2.49, -0.57], [-3.92, 0.15, 0.64], [-3.52, 0.37, 1.54], [-0.70, 0.01, -2.12], [-4.42, 2.50, 0.72], [-1.81, 1.59, -1.16], [-2.41, -3.47, -0.78], [-3.28, -2.74, -1.58], [4.83, -0.18, -1.93], [-0.14, 0.27, -0.09], [-1.44, 2.50, 2.07], [-2.00, -4.39, -1.15], [-3.45, 3.60, -0.86], [-0.32, 0.96, 1.09], [1.33, -1.50, 1.16], [5.47, -0.75, 1.70], [-3.82, -1.54, -1.13], [-1.27, 1.96, 1.15], [0.66, -2.01, -1.16], [3.41, 1.85, -1.97], [-2.07, -3.02, 0.49], [4.61, -1.37, 0.29]],
  "nbo_charge": [-0.055, 0.202, 0.223, 0.201, -0.868, 0.250, 2.331, -0.287, 0.242, -0.611, 0.210, -0.192, -0.403, -0.641, 0.190, -0.396, 0.404, 0.209, 0.239, -0.401, 0.193, 0.220, 0.212, -0.419, -0.420, 0.239, 0.214, 0.001, 0.248, 0.686, -0.402, 0.211, 0.235, 0.199, 0.213, -0.627, 0.398, 0.243, -0.479, -0.159, -0.221, -0.185, 0.200, -0.353, 0.215, 0.210, 0.225, -0.186, -0.949, 0.210, -0.285, -0.236, -0.936, 0.203, 0.025, 0.212]
}

---

Ordered ΔE to the lowest compared entry with this formula, charge and spin results: 51.80, 208.14, 0.00; unit kJ/mol.